Here is a cluster of 5 separate species, C21H51N5O3 in total in a non-equilibrium geometry from the OMol25 dataset. Energies are from ωB97M-V/def2-TZVPD.

Each line ends with the Löwdin charge.
Cartesian coordinates (Å):
C: -4.4974 -0.2643 1.3073  -0.068
C: -3.4750 0.8861 1.2219  -0.262
N: -3.9389 2.1731 0.7435  -0.206
C: -4.2092 2.2420 -0.6894  -0.243
C: -2.9310 2.0967 -1.5561  -0.084
C: -5.0087 2.7465 1.5692  -0.245
C: -5.1316 4.3033 1.4798  -0.076
H: -5.1421 -0.0945 2.1697  0.067
H: -3.8777 -1.1004 1.6314  0.061
H: -4.9776 -0.3509 0.3326  0.077
H: -3.0850 1.0881 2.2195  0.110
H: -2.6515 0.5842 0.5748  0.083
H: -4.9963 1.5593 -1.0094  0.112
H: -4.4546 3.2839 -0.8951  0.094
H: -2.1005 2.6538 -1.1223  0.064
H: -2.6412 1.0527 -1.6752  0.058
H: -3.1595 2.6356 -2.4755  0.065
H: -4.8634 2.3749 2.5835  0.107
H: -5.9798 2.2971 1.3615  0.105
H: -6.0415 4.5896 2.0072  0.062
H: -5.2451 4.7096 0.4747  0.056
H: -4.3237 4.8091 2.0084  0.065
C: 7.6805 -1.8992 1.6878  -0.090
C: 6.5316 -0.8695 1.5557  -0.206
N: 5.8752 -0.8936 0.2070  -0.192
C: 5.1192 0.3209 -0.1225  -0.275
C: 5.2072 0.5712 -1.5758  -0.105
C: 5.2134 -2.0867 -0.2169  -0.256
C: 4.0255 -2.5081 0.6845  -0.085
H: 8.0645 -2.0224 2.7004  0.063
H: 8.5630 -1.7235 1.0727  0.070
H: 7.4918 -2.9456 1.4482  0.055
H: 5.6863 -0.9490 2.2393  0.097
H: 6.9759 0.0982 1.7890  0.106
H: 4.0989 0.1892 0.2377  0.091
H: 5.5103 1.1998 0.3900  0.116
H: 6.2499 0.5360 -1.8916  0.082
H: 4.6683 -0.2049 -2.1193  0.064
H: 4.8395 1.5105 -1.9887  0.058
H: 5.8238 -2.9882 -0.1640  0.102
H: 4.8566 -2.0475 -1.2461  0.103
H: 3.1700 -1.8362 0.6158  0.043
H: 4.4680 -2.6120 1.6752  0.063
H: 3.5958 -3.5028 0.5660  0.067
C: -0.0222 -2.2515 1.2745  0.027
C: -0.2310 -1.1207 0.2273  -0.560
O: -1.0249 -1.2371 -0.6995  -0.007
N: 0.2948 0.0907 0.3792  0.044
C: 0.9891 0.5919 1.6361  -0.041
H: 0.0394 -1.8622 2.2907  0.069
H: 0.9107 -2.7617 1.0346  0.069
H: -0.9528 -2.8079 1.1627  0.069
H: 0.0740 0.8517 -0.2470  0.125
H: 1.7218 -0.1020 2.0483  0.068
H: 0.2006 0.5702 2.3883  0.073
H: 1.5452 1.5267 1.5646  0.060
C: 2.2160 4.5601 0.3244  0.001
C: 2.2946 3.3122 -0.4968  -0.623
O: 3.0305 2.4039 -0.1760  0.035
N: 1.7060 3.4677 -1.6583  0.017
C: 1.9004 2.5262 -2.8227  -0.005
H: 1.4494 4.2042 1.0128  0.086
H: 1.7993 5.4281 -0.1865  0.075
H: 3.1077 4.8993 0.8515  0.093
H: 1.1252 4.2922 -1.7128  0.130
H: 0.9509 2.3436 -3.3259  0.078
H: 2.4461 1.6325 -2.5201  0.073
H: 2.5426 3.1884 -3.4034  0.085
C: -5.7416 -5.3206 -3.0172  -0.019
C: -5.6623 -4.4897 -1.7497  -0.558
O: -6.6652 -4.1924 -1.0970  0.026
N: -4.3963 -4.2832 -1.3461  0.009
C: -4.0374 -3.6761 -0.0480  -0.057
H: -5.1783 -4.8944 -3.8473  0.071
H: -6.7639 -5.1363 -3.3476  0.077
H: -5.5143 -6.3865 -3.0354  0.081
H: -3.6259 -4.4114 -1.9865  0.137
H: -4.8314 -3.5760 0.6921  0.090
H: -3.5018 -2.7600 -0.2970  0.060
H: -3.1787 -4.2325 0.3277  0.071

Calculated values
SMILES string: CCN(CC)CC.CCN(CC)CC.CNC(C)=O.CNC(C)=O.CNC(C)=O
energy relative to the best compared isomer or geometry (same formula, charge and spin): 52.1 kcal per mole
E: -1330.155119 Eh
LUMO: 0.45 eV
HOMO energy: -7.771 eV

Here is a structure of composition C21H52Cl2FeOP2Si in a non-equilibrium geometry from the OMol25 dataset. Energies are from ωB97M-V/def2-TZVPD.

Each line ends with the Löwdin charge.
Cartesian coordinates (Å):
Fe: 0.0288 1.5817 0.6898  0.092
Cl: -0.7446 -0.3204 -0.7168  0.174
P: 0.2782 2.6011 -1.5910  0.978
C: -1.4482 3.1603 -2.1038  -0.522
C: 1.2826 3.9941 -0.7780  -0.531
C: 1.0908 1.8216 -3.0802  -0.529
C: -2.5162 2.8264 -1.0484  -0.129
H: -1.6391 2.5547 -3.0074  0.102
C: -1.4469 4.6369 -2.5163  -0.143
H: -1.3169 5.2957 -1.6468  0.069
H: -2.4278 4.8855 -2.9502  0.069
H: -0.6892 4.8824 -3.2741  0.059
H: -2.8349 1.7808 -1.1167  0.057
H: -3.3979 3.4660 -1.1982  0.075
H: -2.1427 3.0047 -0.0252  0.035
H: 0.3182 1.1017 -3.4120  0.097
C: 2.3806 1.0385 -2.7681  -0.136
C: 1.2585 2.8438 -4.2219  -0.133
H: 0.2906 3.1628 -4.6381  0.063
H: 1.8160 2.3810 -5.0496  0.071
H: 1.8222 3.7360 -3.9012  0.072
H: 2.4169 0.6367 -1.7471  0.047
H: 3.2753 1.6524 -2.9338  0.061
H: 2.4495 0.1795 -3.4486  0.075
C: 0.6355 4.2738 0.5786  -0.136
H: 1.1941 4.8700 -1.4359  0.091
C: 2.7379 3.5693 -0.6370  -0.130
H: -0.3972 4.6434 0.4955  0.069
H: 1.2386 5.0067 1.1296  0.091
H: 0.6627 3.3401 1.2001  0.010
H: 2.7799 2.6554 -0.0262  0.012
H: 3.2910 4.3374 -0.0806  0.079
H: 3.2438 3.3955 -1.5931  0.059
Cl: 1.9274 0.7615 1.5321  0.012
H: 0.4909 0.6646 -0.6827  -0.261
P: -0.7157 -3.3597 1.3201  1.011
C: -0.5112 -4.2217 -0.2418  -0.570
C: 0.5980 -3.3058 2.6081  -0.588
C: -2.4477 -2.8572 1.6397  -0.558
C: 0.4940 -3.5032 -1.1740  -0.163
H: -1.4946 -4.1993 -0.7762  0.112
C: -0.1764 -5.7204 0.0904  -0.149
H: 0.8693 -5.8109 0.4675  0.067
H: -0.2501 -6.3456 -0.8151  0.054
H: -0.9185 -6.0943 0.8374  0.061
H: 0.0679 -2.5593 -1.5330  -0.013
H: 0.7134 -4.1317 -2.0718  0.072
H: 1.4338 -3.2890 -0.6610  0.045
H: -2.8544 -2.6819 0.6157  0.096
C: -2.6400 -1.5121 2.3832  -0.140
C: -3.1819 -4.0660 2.2794  -0.161
H: -3.3206 -4.8686 1.5280  0.060
H: -4.1994 -3.7824 2.6156  0.058
H: -2.6171 -4.4481 3.1566  0.068
H: -2.1002 -0.6782 1.9321  0.019
H: -2.3323 -1.5771 3.4498  0.056
H: -3.7047 -1.2311 2.3902  0.074
C: 1.9829 -3.1401 1.9547  -0.144
H: 0.6037 -4.2993 3.1856  0.100
C: 0.3613 -2.1861 3.6353  -0.134
H: 2.1657 -3.9000 1.1773  0.049
H: 2.7526 -3.2633 2.7481  0.079
H: 2.0068 -2.1141 1.5478  0.038
H: 0.4461 -1.2324 3.0817  0.049
H: 1.1646 -2.2404 4.4027  0.082
H: -0.6001 -2.2777 4.1544  0.053
C: -2.8416 1.4697 4.5512  -0.188
Si: -1.7784 2.2926 3.2276  0.230
C: -2.6581 3.9311 2.8336  -0.179
C: -0.1049 2.6407 4.0750  -0.183
O: -1.5815 1.4735 1.8646  -0.469
H: -3.0799 2.2049 5.3411  0.022
H: -2.3353 0.6166 5.0295  0.022
H: -3.7930 1.1088 4.1289  0.024
H: -3.0266 4.3920 3.7554  0.014
H: -2.0061 4.6476 2.3245  0.005
H: -3.5180 3.7328 2.1793  0.024
H: 0.5015 1.7368 4.1110  0.003
H: 0.4725 3.4093 3.5543  0.007
H: -0.2752 2.9864 5.0985  0.017

Calculated values
energy relative to the best compared isomer or geometry (same formula, charge and spin): 34.7 kcal per mole
E: -4062.865402 Eh
LUMO (alpha / beta): 2.74 / 2.70 eV
multiplicity: 6
HOMO energy (alpha / beta): -0.626 / -3.071 eV
total charge: -1

Here is a cluster of 5 separate species, C21H52N3O11 in total in a non-equilibrium geometry from the OMol25 dataset. Energies are from ωB97M-V/def2-TZVPD.

Each line ends with the Löwdin charge.
Cartesian coordinates (Å):
C: -1.8918 4.2945 -1.8640  -0.063
O: -2.1611 3.1013 -2.6794  -0.189
C: -1.0568 2.8296 -3.6371  -0.172
C: -1.2168 1.4187 -4.0989  -0.070
N: -0.8232 0.5059 -2.9390  0.033
H: 0.1979 0.5122 -2.7546  0.091
H: -1.2061 0.8661 -1.9790  0.176
C: -1.2501 -0.9081 -2.9865  -0.098
C: -2.7396 -1.0759 -2.6828  -0.183
O: -3.4107 -0.5706 -3.8272  -0.205
C: -4.7859 -0.5663 -3.8230  -0.119
H: -1.1336 4.1071 -1.1717  0.055
H: -2.8657 4.4850 -1.4075  0.092
H: -1.6527 5.2180 -2.4533  0.102
H: -0.0480 3.0998 -3.3256  0.126
H: -1.1778 3.5140 -4.4755  0.127
H: -0.7247 0.9541 -4.9597  0.152
H: -2.2323 1.2107 -4.2570  0.095
H: -0.6068 -1.4338 -2.2321  0.150
H: -1.0871 -1.2894 -3.9884  0.136
H: -3.0366 -0.5322 -1.7623  0.125
H: -3.1051 -2.1035 -2.4398  0.139
H: -5.1796 -1.5205 -3.5664  0.077
H: -5.1493 -0.2843 -4.8265  0.104
H: -5.3005 0.1761 -3.1868  0.099
C: 5.2507 4.5538 1.1818  -0.096
O: 4.8372 3.4600 1.9745  -0.167
C: 3.3985 3.4274 1.8839  -0.194
C: 3.0043 2.1452 2.5870  -0.114
N: 3.5659 1.0507 1.8103  0.024
H: 3.1454 1.0967 0.8452  0.115
H: 4.5654 1.3197 1.7158  0.164
C: 3.5301 -0.2888 2.3491  -0.125
C: 4.4038 -1.1602 1.5027  -0.185
O: 5.6529 -0.4307 1.4557  -0.207
C: 6.5670 -1.0174 0.4924  -0.064
H: 6.2843 4.6309 1.3100  0.073
H: 4.8168 5.5471 1.4968  0.116
H: 4.9802 4.3786 0.1623  0.081
H: 3.0375 3.4293 0.8163  0.137
H: 2.8338 4.2039 2.4312  0.140
H: 1.9451 1.9933 2.7614  0.134
H: 3.4632 2.1299 3.5563  0.136
H: 2.4673 -0.6330 2.4029  0.135
H: 3.9393 -0.3883 3.3592  0.148
H: 4.0438 -1.4469 0.5175  0.129
H: 4.4653 -2.0590 2.0900  0.125
H: 6.8553 -1.9073 1.0399  0.086
H: 7.4930 -0.4555 0.1621  0.116
H: 6.0147 -1.3158 -0.3889  0.067
C: -1.2478 -4.4983 0.2872  -0.100
O: -2.0346 -3.7423 1.1598  -0.189
C: -1.1971 -3.1652 2.0898  -0.241
C: -1.9963 -2.3989 3.1331  -0.153
N: -2.6462 -1.2455 2.5269  -0.057
H: -3.0231 -0.8016 3.3401  0.126
H: -1.8140 -0.2854 1.4336  0.072
C: -3.7113 -1.4452 1.5834  -0.200
C: -4.7498 -2.4994 1.9332  -0.251
O: -5.3602 -2.1401 3.1331  -0.194
C: -6.7636 -2.4181 3.0784  -0.072
H: -0.4341 -3.9428 -0.1200  0.078
H: -1.9809 -4.6863 -0.4833  0.093
H: -0.8585 -5.4430 0.6543  0.096
H: -0.5151 -2.4118 1.6953  0.109
H: -0.5817 -3.9875 2.4697  0.131
H: -1.3736 -2.0743 3.9710  0.136
H: -2.6673 -3.0963 3.5780  0.110
H: -3.3028 -1.9012 0.6643  0.108
H: -4.1718 -0.4742 1.2568  0.150
H: -4.3202 -3.5203 1.9958  0.130
H: -5.4808 -2.5122 1.1307  0.116
H: -6.8173 -3.4172 2.7135  0.072
H: -7.1336 -1.8883 2.2278  0.075
H: -7.2103 -2.2571 4.0868  0.114
C: 4.1514 0.6516 -2.2104  0.020
C: 2.7189 0.7185 -1.7572  -0.622
O: 1.8723 0.1147 -2.4464  0.003
O: 2.5391 1.2867 -0.6373  -0.053
H: 4.3293 1.5184 -2.8321  0.092
H: 4.2846 -0.2905 -2.6849  0.078
H: 4.8193 0.7170 -1.3628  0.064
O: 0.0940 1.2189 -0.3175  0.053
C: -0.3154 0.4616 0.7036  -0.656
O: 0.4188 0.0551 1.6241  0.040
O: -1.5824 0.2317 0.5987  0.112
H: 1.1455 1.2964 -0.4086  0.053

Calculated values
E: -1822.946676 Eh
LUMO: -1.52 eV
HOMO energy: -11.339 eV
total charge: +1

Here is a cluster of 9 separate species, C21H52N9O20S2 in total in a non-equilibrium geometry from the OMol25 dataset. Energies are from ωB97M-V/def2-TZVPD.

Each line ends with the Löwdin charge.
Cartesian coordinates (Å):
C: 3.2881 -3.9054 1.3144  -0.072
C: 1.9832 -3.2263 0.8264  -0.237
C: 0.7344 -4.0931 1.0859  -0.191
C: -0.3253 -4.0323 -0.0221  -0.173
C: -1.5047 -3.0445 0.1629  -0.209
C: -2.1503 -2.9953 1.5649  -0.314
S: -2.0650 -1.3909 2.4058  1.202
C: -0.3062 -0.9281 2.2795  -0.337
C: -0.0150 0.5066 2.6735  -0.201
C: 1.4945 0.7432 2.4082  -0.192
C: 1.8346 0.7772 0.9187  -0.230
S: 3.3634 1.6271 0.5785  0.546
O: 4.4190 0.9213 1.1880  -0.243
O: 3.2131 2.9714 0.9457  -0.234
O: 3.5774 1.5074 -1.0114  -0.154
C: -3.0944 -0.1718 1.5355  -0.309
C: -3.5896 -0.5751 0.1384  -0.108
C: -2.7488 -0.0975 -1.0429  -0.530
N: -1.5826 0.7054 -0.8909  0.154
O: -3.1088 -0.3734 -2.1077  0.150
H: 3.1799 -4.9770 1.4126  0.069
H: 4.0779 -3.6169 0.6293  0.064
H: 3.5560 -3.4631 2.2687  0.071
H: 2.0728 -2.9578 -0.2257  0.086
H: 1.9518 -2.2749 1.3539  0.064
H: 1.0825 -5.1202 1.1215  0.095
H: 0.3629 -3.8751 2.0879  0.098
H: 0.1989 -3.6980 -0.9159  0.095
H: -0.7149 -5.0106 -0.2775  0.113
H: -1.1981 -2.0717 -0.2115  0.083
H: -2.2883 -3.3811 -0.5096  0.117
H: -1.7898 -3.7597 2.2389  0.096
H: -3.2115 -3.1976 1.4539  0.094
H: 0.0587 -1.1195 1.2755  0.066
H: 0.2274 -1.5908 2.9541  0.096
H: -0.1454 0.6948 3.7391  0.102
H: -0.5444 1.2552 2.0870  0.103
H: 1.8728 1.6018 2.9516  0.125
H: 2.0059 -0.1316 2.8083  0.109
H: 1.9947 -0.2558 0.6121  0.083
H: 1.0058 1.1281 0.3090  0.089
H: 4.0018 0.6500 -1.1961  0.057
H: -3.9753 -0.0168 2.1552  0.049
H: -2.5854 0.7912 1.4666  0.050
H: -4.5596 -0.0980 0.0197  0.137
H: -3.7621 -1.6360 0.0005  0.104
H: -1.6988 1.4096 -0.1699  0.027
H: -0.7690 0.1215 -0.7322  0.077
C: 1.9521 0.2792 7.2598  0.060
N: 1.0707 -0.3189 6.2182  -0.437
O: -0.0743 0.0846 6.1373  0.058
O: 1.5576 -1.1786 5.5072  0.057
H: 1.3843 1.0224 7.8070  0.098
H: 2.2754 -0.5251 7.9141  0.106
H: 2.7985 0.7309 6.7503  0.106
C: -3.3883 4.7940 -0.0882  0.078
N: -2.4564 3.6956 0.2845  -0.401
O: -1.2948 3.7862 -0.0451  0.085
O: -2.9285 2.7509 0.9073  0.028
H: -2.8299 5.5480 -0.6301  0.105
H: -4.1693 4.3608 -0.7104  0.078
H: -3.7999 5.1974 0.8328  0.111
C: 0.7554 2.5458 -2.6996  0.040
N: 1.2087 3.2338 -3.9388  -0.435
O: 0.6345 4.2563 -4.2606  0.067
O: 2.1284 2.7202 -4.5456  0.063
H: -0.0615 3.1117 -2.2668  0.074
H: 0.4295 1.5470 -2.9764  0.096
H: 1.5942 2.4961 -2.0163  0.073
C: 2.1610 -5.5521 -3.0008  0.048
N: 2.6653 -6.0639 -1.6947  -0.432
O: 3.8293 -5.8564 -1.4165  0.069
O: 1.8657 -6.6564 -0.9941  0.058
H: 2.9721 -5.0498 -3.5128  0.080
H: 1.8087 -6.4065 -3.5715  0.105
H: 1.3492 -4.8620 -2.7908  0.087
C: -4.7542 2.1292 -4.3136  0.054
N: -5.7546 2.4719 -3.2646  -0.439
O: -6.8930 2.0950 -3.4195  0.094
O: -5.3446 3.1144 -2.3080  0.027
H: -5.2427 1.5604 -5.0959  0.099
H: -4.3563 3.0625 -4.7016  0.103
H: -3.9767 1.5425 -3.8303  0.082
C: 3.3727 6.0666 -4.8327  0.028
N: 4.4626 6.9725 -5.2941  -0.452
O: 4.1869 7.8004 -6.1395  0.068
O: 5.5558 6.8147 -4.7866  0.060
H: 2.4619 6.3161 -5.3635  0.089
H: 3.6800 5.0477 -5.0497  0.089
H: 3.2534 6.2193 -3.7639  0.100
C: 5.5344 -2.3673 -3.4549  0.067
N: 4.4339 -2.0092 -2.5174  -0.416
O: 3.3212 -2.4369 -2.7512  0.062
O: 4.7290 -1.3059 -1.5669  0.052
H: 5.1278 -2.9903 -4.2426  0.097
H: 5.9339 -1.4408 -3.8571  0.109
H: 6.2880 -2.9014 -2.8829  0.110
C: -6.4761 0.4600 4.9940  0.060
N: -5.7991 0.8018 3.7113  -0.441
O: -6.3164 0.4267 2.6758  0.071
O: -4.7631 1.4369 3.7828  0.057
H: -7.3758 -0.1013 4.7704  0.099
H: -5.7812 -0.1328 5.5816  0.103
H: -6.7132 1.3932 5.4961  0.106

Calculated values
E: -3624.321477 Eh
LUMO: -2.66 eV
HOMO energy: -11.999 eV
total charge: +1